{
  "formula": "C35H70O20",
  "method": "the ωB97M-V functional and the def2-TZVPD basis",
  "e_homo_ha": [-0.4010, -0.4010],
  "max_force_ev_per_a": 5.521,
  "s2": 0.754,
  "spin_multiplicity": 2,
  "orbital_gap_ev": [8.08, 1.90],
  "energy_ev": -78364.4284,
  "charge": 1,
  "molar_mass_g_mol": 810.9,
  "species": ["C", "C", "C", "O", "C", "H", "H", "H", "H", "H", "H", "H", "H", "C", "C", "C", "O", "C", "H", "H", "H", "H", "H", "H", "H", "H", "C", "C", "C", "O", "C", "H", "H", "H", "H", "H", "H", "H", "H", "C", "C", "C", "O", "C", "H", "H", "H", "H", "H", "H", "H", "H", "C", "C", "C", "O", "C", "H", "H", "H", "H", "H", "H", "H", "H", "C", "O", "C", "O", "O", "C", "H", "H", "H", "H", "H", "H", "C", "O", "C", "O", "O", "C", "H", "H", "H", "H", "H", "H", "C", "O", "C", "O", "O", "C", "H", "H", "H", "H", "H", "H", "C", "O", "C", "O", "O", "C", "H", "H", "H", "H", "H", "H", "C", "O", "C", "O", "O", "C", "H", "H", "H", "H", "H", "H"],
  "xyz": [[30.5018, 9.9811, -0.9131], [30.5970, 8.6687, -0.1521], [29.6753, 8.8494, 1.1668], [29.4193, 10.2894, 1.1661], [29.3662, 10.7873, -0.1960], [30.2735, 9.8067, -1.9646], [31.4395, 10.5254, -0.8011], [31.6653, 8.5586, 0.0347], [30.4402, 7.8437, -0.8470], [29.9614, 8.5196, 2.1656], [28.8056, 8.2424, 0.9154], [29.5045, 11.8654, -0.2782], [28.3660, 10.6164, -0.5940], [28.0173, 5.0782, 4.8770], [28.8964, 4.4292, 5.8322], [27.9937, 3.9526, 6.9655], [26.7589, 4.4793, 6.6492], [26.5828, 4.7874, 5.2834], [28.1965, 4.8107, 3.8356], [28.1811, 6.1545, 4.9304], [29.5779, 5.1024, 6.3522], [29.4475, 3.6342, 5.3298], [28.3706, 4.3065, 7.9250], [28.0841, 2.8664, 6.9750], [25.8176, 5.5200, 5.0265], [26.1666, 3.9327, 4.7502], [31.6518, -2.0046, 1.9023], [32.8733, -2.7829, 1.4962], [32.2858, -4.1730, 1.1069], [30.9818, -4.2697, 1.6471], [30.7120, -3.0705, 2.3771], [31.1706, -1.5238, 1.0506], [31.8576, -1.3174, 2.7230], [33.6560, -2.8130, 2.2542], [33.3937, -2.4266, 0.6072], [32.9060, -4.9506, 1.5527], [32.2374, -4.3006, 0.0255], [31.0244, -3.3163, 3.3921], [29.7021, -2.7221, 2.5935], [25.2279, 5.1644, -1.8078], [24.8679, 4.7829, -3.2619], [24.3749, 3.3452, -3.1186], [25.0423, 2.7749, -1.9810], [25.5555, 3.8536, -1.1711], [24.4698, 5.7426, -1.2797], [26.0996, 5.8071, -1.9313], [25.7443, 4.7717, -3.9098], [24.0961, 5.4754, -3.5978], [24.7546, 2.8618, -4.0187], [23.2962, 3.2033, -3.0529], [26.6327, 3.7665, -1.0294], [25.0970, 3.9711, -0.1892], [30.5180, 10.0527, 5.7189], [31.9872, 9.8726, 5.4217], [31.9351, 8.9353, 4.1984], [30.9346, 7.9775, 4.5893], [29.8787, 8.7025, 5.2263], [30.0407, 10.8915, 5.2123], [30.3146, 10.0734, 6.7896], [32.6445, 9.3442, 6.1121], [32.5559, 10.7850, 5.2423], [32.8571, 8.3591, 4.1214], [31.7264, 9.3637, 3.2181], [29.4823, 8.1371, 6.0697], [29.0148, 8.8191, 4.5721], [38.5846, 3.9695, 2.8394], [37.2150, 3.5425, 2.8377], [36.4692, 3.7541, 1.7305], [36.7409, 4.5051, 0.7316], [35.2579, 3.2225, 1.9324], [34.1526, 3.4596, 1.0278], [39.1179, 3.3502, 3.5606], [38.8015, 5.0035, 3.1075], [39.0817, 3.7770, 1.8886], [34.4499, 3.0522, 0.0615], [33.8114, 4.4787, 0.8455], [33.2527, 2.8829, 1.2414], [29.6664, 5.5633, 1.6362], [30.2618, 4.2943, 1.6279], [29.6652, 3.2816, 0.9440], [28.4868, 3.3683, 0.5905], [30.5173, 2.3560, 0.7632], [30.1944, 1.2549, -0.0240], [29.6560, 5.9224, 0.6071], [30.2389, 6.2528, 2.2566], [28.6502, 5.5355, 2.0294], [29.6014, 1.5086, -0.9026], [29.6908, 0.4244, 0.4708], [31.0535, 0.7964, -0.5137], [33.5634, -0.1013, -3.9769], [32.1919, 0.0009, -4.0855], [31.3843, -0.5410, -3.1844], [31.7936, -1.1601, -2.2224], [30.1396, -0.5508, -3.5982], [29.2475, -1.3902, -2.7757], [33.9204, 0.2935, -3.0257], [34.1131, 0.4502, -4.7397], [33.9516, -1.1154, -4.0722], [28.2086, -1.0725, -2.8641], [29.5141, -1.3856, -1.7188], [29.2557, -2.3905, -3.2088], [28.7668, 3.2675, -3.0797], [29.2307, 2.6173, -4.2588], [28.4266, 1.8696, -4.9600], [27.2032, 1.7180, -4.8825], [29.1789, 1.2539, -5.8955], [28.5749, 0.4601, -6.8211], [29.5495, 3.7109, -2.4642], [28.1206, 2.7270, -2.3880], [28.2068, 4.1533, -3.3793], [28.2009, 0.9585, -7.7154], [27.8689, -0.2720, -6.4290], [29.3813, -0.1896, -7.1613], [25.9123, 0.9088, 1.0180], [26.2698, -0.4521, 1.3085], [27.2109, -1.0396, 0.5891], [27.7529, -0.5489, -0.3854], [27.1772, -2.2874, 1.0532], [27.5486, -3.4096, 0.2269], [26.2099, 1.3279, 0.0568], [26.2415, 1.5925, 1.8005], [24.8260, 0.9889, 1.0587], [28.3786, -3.1350, -0.4242], [26.6046, -3.5403, -0.3021], [27.8545, -4.2524, 0.8467]],
  "forces_ev_per_angstrom": [[-1.187, 0.848, 0.302], [1.113, -0.001, 0.981], [0.192, 0.890, -2.763], [-0.033, -0.508, 0.010], [0.618, -1.345, 0.184], [0.125, 0.228, -0.013], [-0.140, 0.117, -0.244], [0.011, -0.176, 0.754], [-0.929, -0.298, 0.486], [0.705, 0.350, -0.251], [-0.732, 0.387, 0.133], [0.288, -0.048, 0.693], [-0.059, -0.432, -0.224], [-1.133, 2.343, -2.320], [1.831, -0.819, 1.432], [1.202, -0.576, -0.922], [-2.635, 0.501, 1.368], [0.808, -1.304, -0.262], [0.072, -0.156, 0.117], [-0.137, 0.188, -0.155], [0.455, 0.155, -0.822], [0.215, -0.124, 0.430], [-0.495, 0.161, 0.097], [-0.833, -0.402, 0.220], [0.348, 0.704, 0.961], [0.290, -0.709, -0.059], [-0.079, 0.304, -0.303], [0.464, -0.754, -1.100], [1.405, 1.381, 0.887], [-0.717, 0.920, 0.523], [0.425, 0.413, 0.405], [0.175, 0.407, 0.022], [-0.170, 0.223, -0.291], [-0.313, -0.406, 0.282], [-0.255, 0.426, 0.007], [-0.333, -0.753, -0.204], [-0.370, -0.345, -0.209], [0.398, -0.746, 0.739], [-0.700, -0.929, -0.917], [0.735, 0.912, -1.812], [-1.043, 0.048, 1.129], [0.677, -0.137, -0.831], [0.052, 0.993, 0.438], [0.114, 0.130, 0.587], [-0.186, -0.224, -0.212], [0.124, 0.136, 0.612], [-0.090, 0.307, 0.042], [0.153, -0.165, -0.530], [-0.305, -0.682, 0.143], [-0.048, 0.197, 0.190], [-0.027, -0.428, -0.020], [-0.093, -1.135, 0.349], [-0.915, -1.254, 0.717], [0.961, 0.057, -1.577], [0.422, -0.797, 0.781], [-0.321, 0.256, -0.348], [0.327, 0.405, 0.262], [0.344, 0.094, 0.086], [0.024, 0.574, -0.020], [-0.780, -0.124, 0.693], [-0.363, 0.264, -0.280], [0.068, 0.049, -0.185], [-0.262, 0.416, 0.094], [0.363, -0.297, 0.095], [0.105, 0.351, -0.418], [1.072, -0.487, -0.365], [-0.353, 0.071, -1.008], [0.009, 3.972, -2.874], [-0.455, -3.304, 3.825], [-0.586, -0.231, 0.682], [0.567, -0.543, -1.669], [-0.408, -0.081, 0.149], [-0.853, 0.136, -0.042], [-0.373, 0.065, -0.201], [0.187, 0.276, -0.225], [0.696, 0.263, 0.600], [0.436, -0.140, 1.136], [-0.898, 0.684, -0.424], [1.052, -1.723, 0.089], [-3.617, 4.129, 0.592], [1.936, -0.919, 0.120], [2.217, -1.617, 0.144], [-0.568, -1.580, -1.933], [-0.179, 0.250, 0.031], [0.282, -0.438, 0.023], [-0.002, -0.054, -0.203], [-0.500, 0.358, 0.371], [-0.204, 0.529, 0.493], [0.742, 0.458, 0.615], [2.242, -0.208, 0.952], [-1.914, 0.970, -1.064], [1.432, -1.989, -0.340], [0.132, 0.429, 0.743], [-1.279, 0.177, 0.645], [-0.106, -0.036, -0.539], [-0.085, -0.057, 0.162], [-0.855, 0.313, -0.265], [-0.455, -0.306, 0.151], [0.368, 0.683, -0.222], [0.159, 0.074, -0.429], [0.422, -0.117, 0.165], [-1.112, 1.458, 0.305], [1.014, 0.283, 1.431], [-2.731, -1.353, -1.472], [2.398, 0.610, 0.477], [0.617, 1.902, 1.865], [-0.015, -2.470, -1.651], [0.751, -0.624, -0.545], [0.006, -0.714, -0.545], [-0.330, -0.051, -0.159], [-0.294, 0.360, 0.337], [-0.492, 0.556, 0.272], [0.165, 0.068, -0.303], [-0.731, 1.113, 0.200], [0.117, 1.227, 0.234], [-1.979, 0.787, -1.375], [0.316, -1.266, 1.251], [1.676, -0.952, 0.772], [-0.351, 1.282, -0.271], [0.377, -0.657, -0.030], [0.496, -0.312, 0.084], [-0.023, -0.483, -0.086], [-0.145, -0.026, -0.268], [0.504, -0.972, -0.491], [-0.421, 0.168, 0.125]]
}